Here is a 2-piece molecular cluster, C42H46NOSi overall at a distorted geometry from the OMol25 dataset. Energies are from ωB97M-V/def2-TZVPD.

Computed properties:
Energy relative to the best compared isomer or geometry (same formula, charge and spin) ... 0.000 eV
Orbital gap ... 3.16 eV
Multiplicity ... 1
Total charge ... +1

```
91
Properties=species:S:1:pos:R:3:forces:R:3
C -0.52134 2.35449 5.86851 -0.2 0.1 0.2
Si -0.79546 2.95733 4.13011 0.2 -0.3 -0.2
C -2.23360 2.10385 3.31436 -0.4 0.0 0.1
C -0.99966 4.81024 4.08235 -0.1 0.1 0.1
O 0.60051 2.64072 3.28467 0.5 0.1 -0.3
C 1.05610 1.64215 2.38598 -0.2 0.7 -0.1
C 0.68765 0.26089 2.94459 -0.5 0.5 0.1
C -0.36498 -0.49206 2.41492 0.2 -0.4 0.3
C -0.66596 -1.74577 2.96319 0.1 0.3 -0.1
C 0.02865 -2.20358 4.08250 0.0 -0.1 -0.1
C 1.00247 -1.39837 4.67917 0.0 0.3 0.0
C 1.31641 -0.15428 4.12405 -0.2 -0.5 0.0
C 0.54608 1.93550 0.95320 0.1 -0.3 0.5
C 0.11898 3.22001 0.60163 -0.2 -0.2 -0.2
C -0.33370 3.47570 -0.69789 0.2 -0.1 0.1
C -0.30694 2.46132 -1.65825 0.0 0.0 -0.1
C 0.16589 1.18901 -1.32005 0.1 0.2 0.2
C 0.59011 0.92850 -0.01531 -0.1 0.1 -0.4
C 2.59249 1.86854 2.37121 0.2 0.1 0.2
C 3.00594 3.32923 2.04658 0.0 -0.1 0.7
C 3.93013 3.28336 0.83671 0.3 0.0 -0.6
C 4.18839 1.80566 0.53962 -0.2 0.1 0.0
N 3.29024 1.06548 1.38262 -0.3 0.4 -0.5
C 3.31010 -0.28063 1.30588 1.1 -0.7 -0.3
C 4.26230 -0.98201 0.57808 -1.1 0.7 0.2
C 4.73495 -2.23448 1.11797 -0.1 -1.5 0.4
C 5.39349 -3.23457 0.35195 -0.4 0.3 0.6
C 5.78105 -4.43763 0.94480 0.0 0.1 0.3
C 5.55875 -4.67127 2.31195 -0.1 0.3 -0.1
C 4.94125 -3.68422 3.09024 0.0 -0.2 -0.4
C 4.53451 -2.49215 2.50527 0.2 0.0 -0.5
H -1.40985 2.59911 6.46774 0.2 -0.1 0.0
H -0.36450 1.26896 5.91254 -0.1 0.2 -0.1
H 0.34979 2.84825 6.32104 -0.2 -0.1 -0.1
H -3.15160 2.54931 3.72663 0.1 -0.2 -0.2
H -2.24087 2.25042 2.22501 0.0 0.0 0.2
H -2.25364 1.02501 3.51918 0.0 0.3 0.0
H -1.85981 5.08306 4.71036 0.2 0.1 -0.1
H -0.11092 5.32498 4.47299 -0.2 -0.1 -0.1
H -1.19397 5.17858 3.06628 0.0 -0.1 0.2
H -0.96620 -0.09938 1.59301 0.3 -0.2 0.2
H -1.44187 -2.35136 2.48881 0.2 0.2 0.3
H -0.19601 -3.19141 4.49195 0.1 0.3 -0.1
H 1.52669 -1.72672 5.58073 -0.3 0.1 -0.3
H 2.02809 0.50701 4.62664 -0.2 -0.4 -0.2
H 0.12060 4.02220 1.34655 -0.1 -0.4 -0.3
H -0.69463 4.47808 -0.94102 0.1 -0.4 0.0
H -0.64872 2.65791 -2.67616 0.0 0.0 0.3
H 0.22098 0.38518 -2.05910 -0.2 0.3 0.2
H 0.93835 -0.07500 0.24376 -0.1 0.4 -0.1
H 3.00063 1.64047 3.37380 -0.4 0.0 -0.4
H 2.14494 3.98286 1.89216 0.2 -0.2 0.1
H 3.53970 3.70233 2.92834 -0.1 0.1 -0.3
H 3.46608 3.73410 -0.05060 0.0 0.1 0.3
H 4.87932 3.79863 1.02068 -0.2 0.0 0.0
H 3.94212 1.54936 -0.49597 0.0 0.0 0.3
H 5.23950 1.51339 0.69684 -0.1 -0.2 0.1
H 2.57084 -0.82351 1.90468 0.7 0.3 0.2
H 4.66513 -0.59982 -0.36284 0.3 0.1 0.5
H 5.56971 -3.04964 -0.71117 0.0 -0.1 0.3
H 6.26610 -5.20956 0.34478 -0.1 0.2 0.1
H 5.86146 -5.60800 2.77851 0.0 0.2 -0.2
H 4.77956 -3.84067 4.15773 0.1 0.0 -0.3
H 4.05658 -1.73052 3.12785 0.3 -0.3 -0.2
C 9.60282 4.13461 -4.78714 0.2 -0.1 0.0
C 8.36787 3.48439 -4.24638 -0.2 0.1 -0.1
C 7.78478 3.89957 -3.03735 -0.2 -0.1 0.4
C 6.68561 3.23699 -2.51698 -0.1 0.0 -0.1
C 6.08670 2.13598 -3.20909 0.4 0.0 0.0
C 4.92426 1.50851 -2.68269 -0.2 1.0 -1.8
C 4.27409 0.37780 -3.25839 0.0 -0.9 0.2
C 2.85203 0.34342 -3.29965 0.3 0.3 0.1
C 2.18537 -0.63441 -4.02318 0.0 0.0 -0.1
C 2.90839 -1.64562 -4.67509 0.2 0.4 0.2
C 4.30830 -1.67755 -4.58105 0.1 0.1 0.2
C 4.98792 -0.70808 -3.85075 -0.2 0.4 -0.3
C 6.62819 1.81388 -4.49466 0.2 -0.3 0.2
C 7.75326 2.45856 -4.97566 -0.3 -0.4 -0.1
H 10.11733 3.43305 -5.45198 0.0 0.2 0.1
H 9.38896 5.04701 -5.36314 -0.1 -0.2 0.2
H 10.27980 4.40430 -3.96994 -0.1 0.0 -0.2
H 8.22143 4.74642 -2.50277 -0.1 -0.3 -0.1
H 6.24940 3.54492 -1.56276 0.2 -0.1 -0.3
H 4.33899 2.14608 -2.01581 0.3 -0.4 0.0
H 2.30525 1.15297 -2.80960 0.1 -0.3 -0.1
H 1.09530 -0.60528 -4.10389 0.4 0.0 0.1
H 2.37961 -2.40415 -5.25332 0.2 0.2 0.2
H 4.87267 -2.45818 -5.09510 -0.2 0.2 0.3
H 6.07365 -0.74132 -3.74393 -0.3 -0.1 0.0
H 6.12619 1.06452 -5.10781 0.2 0.3 0.1
H 8.17459 2.17476 -5.94425 -0.2 0.1 0.3
```
Forces are in eV/Å.

These are the Löwdin partial charges, in e, on atoms 1 to 5: atom 1 (C): -0.148, atom 2 (Si): 0.401, atom 3 (C): -0.139, atom 4 (C): -0.153, atom 5 (O): -0.169

Here is C42H47BBrN5O5RuS2Si as an isolated structure at a distorted geometry from the OMol25 dataset. Energies are from ωB97M-V/def2-TZVPD.

Computed properties:
Energy relative to the best compared isomer or geometry (same formula, charge and spin) ... 0.342 eV
Orbital gap (spin up / spin down) ... 6.76 / 6.76 eV
Multiplicity ... 1
Total charge ... 0

```
105
Properties=species:S:1:pos:R:3:forces:R:3
Ru 0.29419 -0.47693 0.09851 0.9 0.1 -0.5
C -4.94862 4.89830 1.87620 0.0 0.0 0.0
N -3.70273 4.81795 1.15331 -0.1 0.0 -0.1
C -3.36422 3.83541 0.29311 0.2 0.0 0.1
N -4.27511 2.87942 0.07184 0.0 -0.2 -0.1
S -1.83995 3.81716 -0.41706 -0.2 0.2 0.0
H -4.88831 5.71992 2.58546 0.0 0.0 0.0
H -5.13343 3.98508 2.44991 0.0 0.0 0.0
H -5.79986 5.08169 1.21370 0.0 0.0 0.0
H -2.99577 5.51921 1.28418 0.0 0.0 0.0
H -5.16299 2.87159 0.54110 0.0 0.0 0.0
H -4.02020 2.10403 -0.53967 0.0 0.1 0.0
C -3.27271 -5.02837 -3.11228 0.0 0.0 0.0
C -3.71900 -4.12941 -1.96843 0.0 0.0 0.0
C -4.93322 -4.71236 -1.27568 0.0 0.0 0.0
O -2.61432 -4.08322 -1.01521 0.0 0.1 -0.1
B -1.88815 -2.97068 -1.34670 -0.2 0.1 0.3
O -2.48586 -2.15675 -2.25138 0.2 0.0 -0.1
C -3.85449 -2.63359 -2.38767 0.0 0.0 0.0
C -4.29635 -2.40683 -3.81811 0.0 0.0 0.0
C -4.70320 -1.81867 -1.42608 -0.1 0.0 0.0
H -2.99554 -6.00166 -2.70726 0.0 0.0 0.0
H -2.40793 -4.60894 -3.62885 0.0 0.0 0.0
H -4.07305 -5.17087 -3.83976 0.0 0.0 0.0
H -4.75119 -5.76091 -1.03933 0.0 0.0 0.0
H -5.80661 -4.65813 -1.92938 0.0 0.0 0.0
H -5.15484 -4.18230 -0.35222 0.0 0.0 0.0
H -3.59261 -2.83967 -4.52611 0.0 0.0 0.0
H -4.36272 -1.33515 -4.00544 0.0 0.0 0.0
H -5.28244 -2.84598 -3.98691 0.0 0.0 0.0
H -4.39422 -1.98331 -0.39225 0.0 0.0 0.0
H -5.75673 -2.08555 -1.52464 0.0 0.0 0.0
H -4.57044 -0.75988 -1.64972 0.0 -0.1 0.0
C 6.22928 -2.65390 1.09167 0.0 0.0 0.0
C 7.11275 -3.70501 0.47063 0.0 0.0 0.1
O 8.29987 -3.75826 0.63106 0.0 0.0 0.0
S 6.37464 -4.98337 -0.55831 0.0 0.0 0.0
C 4.67174 -4.49065 -0.68322 0.0 0.0 0.0
C 4.30643 -3.42758 -1.50451 0.0 0.0 0.0
C 2.98509 -3.03449 -1.58365 -0.1 0.0 0.0
C 2.01113 -3.71692 -0.85056 0.1 -0.1 -0.2
C 2.36974 -4.81411 -0.06737 0.0 0.0 0.0
C 3.69823 -5.19486 0.01857 0.0 0.0 0.0
C 0.65856 -3.25980 -0.87328 0.2 0.6 0.5
C -0.45724 -2.77254 -0.79406 -0.2 -0.6 -0.5
H 6.79095 -2.17683 1.89145 0.0 0.0 0.0
H 5.30185 -3.07981 1.47071 0.0 0.0 0.0
H 5.96690 -1.90531 0.34219 0.0 0.0 0.0
H 5.06615 -2.90315 -2.07019 0.0 0.0 0.0
H 2.69979 -2.18031 -2.18603 0.0 0.0 0.0
H 1.60624 -5.34839 0.48306 0.0 0.0 0.0
H 3.98998 -6.02841 0.64431 0.0 0.0 0.0
Br -0.03287 4.01495 -5.06902 0.0 0.0 0.0
C 0.06024 2.49966 -3.94917 -0.1 0.0 0.0
C 1.26119 1.80621 -3.85480 0.1 0.0 0.0
N 1.40151 0.71956 -3.11187 0.0 -0.1 -0.1
C 0.34214 0.32393 -2.40497 -0.3 0.0 -0.2
C -0.88221 0.97360 -2.40627 0.0 0.2 0.1
C -1.03924 2.08271 -3.23064 0.1 -0.1 0.0
C -2.00357 0.58340 -1.47418 0.0 -0.1 -0.2
O -3.16154 0.84425 -1.78982 0.1 0.2 0.1
O -1.65781 -0.00965 -0.38833 0.0 0.0 0.2
H 2.12957 2.15107 -4.40488 0.0 0.0 0.0
H 0.43471 -0.68665 -1.96734 0.0 0.2 0.2
H -1.99629 2.58166 -3.26894 0.0 0.1 0.0
N 2.41480 -1.75251 1.45354 0.0 0.1 0.0
N 1.05717 -1.45571 1.82511 -0.6 -0.1 0.2
H 2.83468 -2.32847 2.17816 0.0 0.0 0.0
H 2.91465 -0.86656 1.46764 0.0 0.0 0.0
H 1.00011 -0.99040 2.72921 0.0 0.0 0.0
H 0.55243 -2.33653 1.86864 0.0 0.0 0.0
C 2.24605 5.48790 -1.07250 0.0 0.0 0.0
C 2.50699 4.23585 -1.60826 0.0 0.0 0.0
C 2.05642 3.09561 -0.95319 0.0 0.0 0.0
C 1.32239 3.17561 0.22916 0.0 0.0 0.0
C 1.08094 4.44857 0.75799 0.1 -0.1 -0.1
C 1.54224 5.58963 0.12031 0.0 0.0 0.0
Si 0.81163 1.60864 1.15533 -0.1 -0.3 -0.1
C 2.41322 1.26451 2.17336 0.0 0.1 0.1
C 3.67623 1.36861 1.57467 0.0 -0.1 0.0
C 4.83648 0.99655 2.24388 0.0 0.0 0.0
C 4.77006 0.51757 3.54674 0.0 0.0 0.0
C 3.53565 0.43486 4.17734 0.0 0.0 0.0
C 2.38099 0.80757 3.49777 0.0 0.0 0.0
C -0.46572 2.07270 2.47531 0.0 0.0 0.0
C -0.15052 2.90831 3.55212 0.0 0.0 0.0
C -1.10903 3.28702 4.48325 0.0 0.0 0.0
C -2.41397 2.82739 4.35892 0.0 0.0 0.0
C -2.74777 1.99567 3.29895 0.0 0.0 0.0
C -1.78557 1.62531 2.36742 0.0 0.0 0.1
H 2.59109 6.38025 -1.57963 0.0 0.0 0.0
H 3.05969 4.14669 -2.53662 0.0 0.0 0.0
H 2.27464 2.12511 -1.37946 0.0 0.0 0.0
H 0.51035 4.54492 1.67207 0.0 0.1 0.0
H 1.33808 6.56463 0.54564 0.0 0.0 0.0
H 3.75772 1.75009 0.56278 0.0 0.0 0.0
H 5.79625 1.09127 1.74972 0.0 0.0 0.0
H 5.67334 0.23454 4.07263 0.0 0.0 0.0
H 3.47269 0.09289 5.20361 0.0 0.0 0.0
H 1.42947 0.76185 4.02314 0.0 0.0 0.0
H 0.86487 3.27520 3.67036 0.0 0.0 0.0
H -0.83729 3.93800 5.30561 0.0 0.0 0.0
H -3.16324 3.11471 5.08713 0.0 0.0 0.0
H -3.76314 1.63010 3.19183 0.0 0.0 0.0
H -2.07039 1.00047 1.53089 0.0 0.0 0.0
```
Forces are in eV/Å.

These are the Löwdin partial charges, in e, on atoms 1 to 5: atom 1 (Ru): 0.881, atom 2 (C): -0.092, atom 3 (N): -0.060, atom 4 (C): -0.885, atom 5 (N): 0.132

The lowest total charge belongs to which entry?
C42H47BBrN5O5RuS2Si